one.
# C4H18N2O6

5 unconnected molecules or ions with the total composition C4H18N2O6 (ωB97M-V with the def2-TZVPD basis set, the OMol25 dataset).

Each atom is followed by the atoms it is bonded to, with distances in Å.
Positions of all 30 atoms, in Å:
1 O 0.940 1.030 3.936  C10 1.359, H26 0.967
2 O -0.505 2.798 -1.301  H15 0.971, H19 0.970
3 O -1.326 -0.906 -3.290  H14 0.948, H17 0.967
4 O -2.301 -2.122 -0.224  H24 0.969, H27 0.966
5 O 2.208 0.024 2.442  C10 1.199
6 O -2.644 0.552 -1.363  H18 0.968, H23 0.969
7 N 0.165 0.184 0.465  C9 1.484, C11 1.458, H16 1.012
8 N 0.722 -2.068 -1.309  C12 1.448, H22 1.009, H25 1.002
9 C 1.325 0.244 -0.459  N7 1.484, C12 1.532, H21 1.084, H28 1.078
10 C 1.232 0.687 2.654  O1 1.359, O5 1.199, C11 1.514
11 C 0.289 1.139 1.560  N7 1.458, C10 1.514, H13 1.091, H29 1.096
12 C 1.771 -1.144 -0.931  N8 1.448, C9 1.532, H20 1.084, H30 1.097
13 H 0.633 2.064 1.094  C11 1.091
14 H -1.331 -0.094 -2.800  O3 0.948
15 H -1.399 2.496 -1.074  O2 0.971
16 H 0.064 -0.778 0.762  N7 1.012
17 H -0.767 -0.642 -4.034  O3 0.967
18 H -2.892 -0.334 -1.663  O6 0.968
19 H -0.682 3.751 -1.262  O2 0.970
20 H 2.384 -1.646 -0.191  C12 1.084
21 H 0.989 0.848 -1.293  C9 1.084
22 H -0.014 -1.847 -1.961  N8 1.009
23 H -2.432 0.335 -0.443  O6 0.969
24 H -1.420 -2.516 -0.135  O4 0.969
25 H 0.821 -3.008 -0.976  N8 1.002
26 H 0.088 1.486 3.955  O1 0.967
27 H -2.578 -2.063 0.700  O4 0.966
28 H 2.199 0.648 0.028  C9 1.078
29 H -0.715 1.389 1.923  C11 1.096
30 H 2.387 -0.898 -1.805  C12 1.097

Output
- SMILES: NCCNCC(=O)O.O.O.O.O

---

two.
# C4H18N2O6

5 unconnected molecules or ions with the total composition C4H18N2O6 (ωB97M-V with the def2-TZVPD basis set, the OMol25 dataset).

Each atom is followed by the atoms it is bonded to, with distances in Å.
Positions of all 30 atoms, in Å:
1 O 1.638 -2.157 -3.199  H22 0.965, H24 0.976
2 O -2.596 -2.255 -0.059  H19 0.957, H21 0.972
3 O -0.439 -0.184 -3.022  H15 0.973, H29 0.970
4 O 0.786 1.732 1.573  C12 1.252
5 O -0.666 -0.878 2.365  C9 1.487, H23 0.969
6 O 3.254 1.627 0.906  H13 0.992, H17 0.967
7 N -1.242 1.918 0.751  C10 1.472, C12 1.330, H16 1.008
8 N 1.171 -0.094 -0.612  C11 1.417, H14 1.013, H26 1.023
9 C 0.406 -1.255 1.407  O5 1.487, C11 1.551, H25 1.082, H27 1.091
10 C -2.457 1.447 0.066  N7 1.472, H18 1.098, H28 1.087, H30 1.076
11 C 0.109 -0.186 0.323  N8 1.417, C9 1.551, C12 1.534, H20 1.098
12 C -0.163 1.173 0.979  O4 1.252, N7 1.330, C11 1.534
13 H 2.435 1.430 1.430  O6 0.992
14 H 2.049 0.389 -0.464  N8 1.013
15 H -0.753 -1.094 -2.883  O3 0.973
16 H -1.321 2.872 1.067  N7 1.008
17 H 3.256 2.463 0.419  O6 0.967
18 H -2.290 1.396 -1.018  C10 1.098
19 H -1.806 -1.792 -0.335  O2 0.957
20 H -0.812 -0.425 -0.226  C11 1.098
21 H -2.282 -2.704 0.744  O2 0.972
22 H 1.533 -1.424 -3.817  O1 0.965
23 H -0.335 -1.069 3.256  O5 0.969
24 H 1.922 -1.825 -2.326  O1 0.976
25 H 0.177 -2.294 1.206  C9 1.082
26 H 0.872 0.101 -1.571  N8 1.023
27 H 1.335 -0.909 1.863  C9 1.091
28 H -2.687 0.449 0.430  C10 1.087
29 H -0.580 -0.171 -3.981  O3 0.970
30 H -3.332 2.047 0.246  C10 1.076

Output
- SMILES: CNC(=O)[C@@H](N)CO.O.O.O.O

---

Least stable of them? two.

---

one.
# C6H10N3O5S

A gas-phase ion, C6H10N3O5S (charge +1) (ωB97M-V with the def2-TZVPD basis set, the OMol25 dataset).

Each atom is followed by the atoms it is bonded to, with distances in Å.
Positions of all 25 atoms, in Å:
1 S -1.295 -1.006 0.691  O3 1.415, O6 1.493, N8 1.664, C11 1.812
2 O 1.935 2.149 1.519  C14 1.331, H17 1.003
3 O -1.733 -0.559 1.961  S1 1.415
4 O -2.710 1.975 -0.167  N9 1.232
5 O -2.739 0.214 -1.387  N9 1.200
6 O -0.130 -1.932 0.577  S1 1.493
7 N 2.190 -0.938 0.457  C12 1.545, H18 0.961, H20 1.020, H23 1.054
8 N -2.449 -1.922 -0.080  S1 1.664, H16 1.115, H21 1.015
9 N -2.167 0.993 -0.676  O4 1.232, O5 1.200, C11 1.492
10 C -0.119 1.440 0.513  C11 1.475, C14 1.341, H24 1.061
11 C -0.834 0.439 -0.301  S1 1.812, N9 1.492, C10 1.475, C15 1.565
12 C 1.937 0.435 -0.203  N7 1.545, C13 1.518, C14 1.516, H25 1.098
13 C 1.218 0.085 -1.493  C12 1.518, C15 1.329, H22 1.050
14 C 1.196 1.343 0.759  O2 1.331, C10 1.341, C12 1.516
15 C -0.104 0.032 -1.624  C11 1.565, C13 1.329, H19 1.068
16 H -3.458 -1.486 -0.266  N8 1.115
17 H 1.660 2.994 1.983  O2 1.003
18 H 2.746 -0.820 1.232  N7 0.961
19 H -0.628 -0.415 -2.440  C15 1.068
20 H 2.509 -1.586 -0.263  N7 1.020
21 H -2.368 -2.884 0.234  N8 1.015
22 H 1.961 -0.189 -2.184  C13 1.050
23 H 1.297 -1.476 0.611  N7 1.054
24 H -0.784 2.137 0.959  C10 1.061
25 H 2.869 0.978 -0.412  C12 1.098

Output
- Total charge: +1
- SMILES: NS(=O)(=O)[C@]1([N+](=O)[O-])C=C[C@H]([NH3+])C(O)=C1

---

two.
# C6H10N3O5S

A gas-phase ion, C6H10N3O5S (charge +1) (ωB97M-V with the def2-TZVPD basis set, the OMol25 dataset).

Each atom is followed by the atoms it is bonded to, with distances in Å.
Positions of all 25 atoms, in Å:
1 S -2.031 1.364 0.759  O2 1.483, O4 1.426, N7 1.631, C15 2.010
2 O -1.494 1.214 -0.615  S1 1.483
3 O 1.106 -2.242 -0.953  C11 1.352, H19 1.006
4 O -2.285 2.617 1.390  S1 1.426
5 O -2.274 -0.278 3.228  N8 1.200
6 O -0.299 0.013 4.028  N8 1.210
7 N -3.385 0.456 0.688  S1 1.631, H20 1.018, H25 1.020
8 N -1.118 0.029 3.138  O5 1.200, O6 1.210, C15 1.529
9 N 0.777 0.704 -1.437  C10 1.514, H17 1.045, H18 0.999, H24 1.066
10 C 1.560 -0.046 -0.381  N9 1.514, C11 1.530, C13 1.542, H21 1.129
11 C 0.730 -1.293 -0.066  O3 1.352, C10 1.530, C12 1.292
12 C -0.298 -1.334 0.714  C11 1.292, H16 1.070
13 C 1.722 0.862 0.854  C10 1.542, C14 1.379, H22 1.064
14 C 0.707 1.162 1.739  C13 1.379, C15 1.454, H23 1.080
15 C -0.559 0.448 1.777  S1 2.010, N8 1.529, C14 1.454
16 H -0.983 -2.124 0.945  C12 1.070
17 H 0.504 0.056 -2.210  N9 1.045
18 H 1.173 1.536 -1.824  N9 0.999
19 H 0.899 -3.182 -0.660  O3 1.006
20 H -4.148 0.700 1.316  N7 1.018
21 H 2.592 -0.123 -0.833  C10 1.129
22 H 2.595 1.465 0.922  C13 1.064
23 H 0.795 1.781 2.620  C14 1.080
24 H -0.119 0.965 -0.920  N9 1.066
25 H -3.198 -0.544 0.617  N7 1.020

Output
- Total charge: +1

---

Least stable of them? two.